{"formula": "C5H13NO", "method": "wB97M-V/def2-TZVPD", "symbols": ["C", "N", "C", "C", "C", "O", "C", "H", "H", "H", "H", "H", "H", "H", "H", "H", "H", "H", "H", "H"], "positions_angstrom": [[-1.1331, -1.7636, 0.7070], [-1.1763, -0.3590, 0.2792], [-0.0073, 0.5249, 0.5401], [0.9412, 0.4272, -0.6333], [1.6232, -0.8700, -1.0107], [0.3247, 0.9799, -1.8075], [-0.4528, 1.9784, 0.8109], [-1.6246, -1.9792, 1.6584], [-1.6335, -2.3170, -0.0965], [-0.1041, -2.0967, 0.7651], [-2.0429, 0.0206, 0.6571], [0.4754, 0.1866, 1.4675], [1.7294, 1.1910, -0.5145], [2.6012, -0.7377, -1.4532], [1.6987, -1.5573, -0.1532], [0.9748, -1.4605, -1.6681], [-0.6248, 0.8224, -1.8655], [-1.1743, 2.2580, 0.0349], [0.3779, 2.5865, 0.4567], [-0.7729, 2.1654, 1.8257]], "forces_ev_per_angstrom": [[0.8, -0.1, -1.6], [0.5, -0.7, 3.9], [-0.8, 0.6, 0.1], [1.3, 1.5, -2.0], [-1.1, -1.6, 1.0], [-0.3, 0.1, 0.1], [0.2, -0.5, -2.0], [-0.4, 0.5, -0.1], [-0.1, -0.3, 0.2], [0.0, 0.0, -0.1], [-0.5, 0.6, -1.0], [0.0, -0.7, -0.2], [-0.2, -0.5, 0.8], [0.0, 0.2, -0.1], [0.6, 0.4, 0.0], [0.2, 0.3, -0.4], [0.1, -0.2, 0.0], [-0.5, 0.0, 0.5], [0.2, 0.3, 0.8], [0.0, 0.1, 0.0]], "mulliken_spin": [0.011, 0.794, 0.014, 0.047, 0.002, 0.021, 0.015, 0.041, 0.045, -0.002, -0.021, 0.040, -0.004, 0.001, 0.001, 0.000, -0.002, -0.004, 0.001, 0.002], "largest_force_ev_per_a": 3.96, "homo_lumo_gap_ev": [11.441, 6.109], "total_charge": 1, "total_energy_ha": -327.94705, "multiplicity": 2, "lumo_energy_ev": [-3.25, -8.50], "s_squared": 0.75}